No. 1
36
Properties=species:S:1:pos:R:3:nbo_charge:R:1 method="wB97M-V/def2-TZVPD" smiles=CCO.CCO.CCO.O.O.O homo_lumo_gap_ha=0.3589 e_tot_ev=-18895.1133 mol_weight_da=192.25 lumo_ev=0.37 charge=0
O -2.61 2.29 1.73 -0.98
H -1.74 2.07 2.06 0.47
H -2.69 1.80 0.91 0.51
O -2.94 4.30 6.22 -0.97
H -2.95 4.43 5.28 0.49
H -3.34 3.44 6.35 0.46
O -5.00 8.11 4.73 -0.95
H -4.76 7.55 5.47 0.49
H -4.54 8.93 4.89 0.48
C -4.90 4.63 2.56 -0.63
C -3.61 5.44 2.82 -0.06
O -2.80 4.53 3.50 -0.77
H -4.58 3.81 1.91 0.21
H -5.46 5.35 1.97 0.20
H -5.40 4.22 3.45 0.22
H -3.74 6.39 3.33 0.19
H -3.14 5.75 1.88 0.15
H -2.62 3.83 2.86 0.50
C -4.80 2.67 -1.24 -0.64
C -3.37 2.52 -1.67 -0.07
O -2.61 1.65 -0.83 -0.74
H -4.99 3.09 -0.25 0.22
H -5.24 1.68 -1.10 0.21
H -5.37 3.12 -2.05 0.22
H -2.87 3.49 -1.68 0.16
H -3.37 2.33 -2.74 0.17
H -1.93 1.27 -1.40 0.49
C -7.83 8.03 0.92 -0.63
C -6.89 8.53 1.97 -0.06
O -7.33 8.15 3.27 -0.76
H -7.42 8.31 -0.06 0.20
H -8.85 8.41 0.94 0.22
H -7.82 6.94 0.96 0.21
H -6.77 9.61 1.93 0.14
H -5.84 8.26 1.84 0.16
H -6.59 8.11 3.88 0.50

No. 2
105
Properties=species:S:1:pos:R:3:lowdin_charge:R:1 method="wB97M-V/def2-TZVPD" homo_lumo_gap_ha=0.3395 e_tot_ev=-73324.0020 mol_weight_da=614.58 lumo_ev=-0.22 charge=0
O -3.99 1.79 0.96 -0.46
P -3.03 0.72 1.37 0.68
B -2.38 -0.29 -0.16 -0.82
S -0.98 0.47 -0.97 0.83
C -3.03 -1.62 -0.65 -0.21
C -2.22 -2.84 -0.14 -0.22
C -1.98 -2.85 1.38 -0.16
C -0.73 -2.07 1.79 -0.25
O -0.01 -2.68 2.86 -0.07
H -1.91 1.19 2.08 -0.02
H -3.56 -0.22 2.29 0.01
H -0.53 -0.64 -1.58 -0.12
H -2.99 -1.63 -1.74 0.09
H -4.07 -1.71 -0.35 0.10
H -2.77 -3.74 -0.41 0.10
H -1.28 -2.90 -0.68 0.10
H -1.89 -3.87 1.73 0.12
H -2.86 -2.44 1.88 0.10
H -0.07 -1.93 0.93 0.11
H -0.99 -1.08 2.16 0.08
H 0.50 -3.41 2.47 0.07
C 1.57 0.30 4.41 -0.14
O 0.23 -0.12 4.13 -0.14
H 1.52 1.31 4.81 0.06
H 2.03 -0.33 5.17 0.09
H 2.19 0.29 3.52 0.07
H 0.30 -1.02 3.78 0.04
C 1.22 -0.97 -4.37 -0.15
O 1.79 -0.67 -3.10 -0.15
H 1.49 -2.00 -4.61 0.08
H 0.12 -0.90 -4.35 0.07
H 1.60 -0.31 -5.15 0.07
H 1.57 0.24 -2.89 0.04
C -0.47 0.28 7.33 -0.16
O -1.74 -0.11 6.81 -0.12
H -0.46 0.06 8.39 0.08
H 0.32 -0.28 6.84 0.06
H -0.29 1.35 7.18 0.07
H -1.71 0.08 5.87 0.05
C 3.88 2.18 -3.68 -0.15
O 2.54 2.58 -3.42 -0.13
H 3.87 1.48 -4.52 0.08
H 4.51 3.03 -3.94 0.05
H 4.30 1.66 -2.81 0.08
H 2.57 3.20 -2.68 0.06
C -1.25 -5.00 -3.66 -0.15
O -1.73 -3.78 -3.10 -0.14
H -0.27 -5.21 -3.23 0.08
H -1.93 -5.82 -3.45 0.07
H -1.14 -4.91 -4.75 0.07
H -2.59 -3.61 -3.51 0.04
C -7.32 3.49 1.93 -0.18
O -7.04 2.84 0.70 -0.13
H -8.25 4.05 1.80 0.07
H -7.46 2.78 2.75 0.07
H -6.53 4.20 2.21 0.07
H -6.21 2.36 0.81 0.03
C -0.04 3.47 2.16 -0.14
O 0.67 3.12 3.35 -0.13
H 0.24 4.49 1.91 0.08
H 0.23 2.82 1.32 0.07
H -1.12 3.43 2.30 0.07
H 0.43 2.21 3.58 0.03
C -5.49 -4.34 -2.62 -0.13
O -4.78 -3.78 -3.72 -0.14
H -4.77 -4.91 -2.03 0.08
H -5.93 -3.56 -1.98 0.08
H -6.28 -5.01 -2.95 0.08
H -5.38 -3.26 -4.25 0.09
C 5.77 1.05 4.12 -0.15
O 4.64 0.58 3.40 -0.14
H 5.88 0.40 4.98 0.08
H 6.69 1.00 3.53 0.07
H 5.63 2.08 4.47 0.08
H 4.52 1.15 2.63 0.08
C 3.57 5.79 -3.29 -0.17
O 2.71 5.77 -2.15 -0.12
H 4.47 5.23 -3.01 0.08
H 3.11 5.31 -4.15 0.07
H 3.87 6.80 -3.56 0.08
H 1.91 6.25 -2.38 0.08
C 5.54 4.89 -6.26 -0.16
O 4.15 5.02 -6.52 -0.13
H 5.84 5.74 -5.65 0.08
H 5.76 3.97 -5.71 0.06
H 6.13 4.90 -7.18 0.08
H 3.88 4.27 -7.05 0.08
C 3.48 -3.32 1.77 -0.13
O 2.26 -3.74 1.17 -0.13
H 3.42 -3.59 2.82 0.08
H 4.34 -3.82 1.33 0.08
H 3.62 -2.24 1.70 0.08
H 2.29 -3.51 0.23 0.08
C 2.11 3.96 7.03 -0.16
O 0.85 3.59 6.51 -0.13
H 2.11 3.72 8.09 0.08
H 2.93 3.41 6.55 0.07
H 2.31 5.03 6.92 0.08
H 0.84 3.79 5.56 0.05
C -3.82 -6.76 -6.84 -0.15
O -3.34 -6.19 -5.63 -0.14
H -3.22 -7.65 -7.03 0.08
H -4.87 -7.05 -6.78 0.08
H -3.69 -6.08 -7.69 0.08
H -3.86 -5.40 -5.43 0.06

No. 3
97
Properties=species:S:1:pos:R:3:lowdin_charge:R:1 method="wB97M-V/def2-TZVPD" homo_lumo_gap_ha=0.3610 e_tot_ev=-51133.8478 mol_weight_da=542.75 lumo_ev=-2.15 charge=+1
Na 0.49 0.41 -0.47 0.29
C -0.21 -1.97 3.48 -0.07
O 0.76 -2.55 2.59 -0.14
C 0.87 -1.73 1.49 -0.28
C 1.86 -2.27 0.48 -0.14
N 1.69 -1.45 -0.72 -0.08
C 3.00 -1.16 -1.29 -0.20
C 3.82 -2.40 -1.80 -0.22
O 4.89 -1.75 -2.42 -0.20
C 5.96 -2.62 -2.86 -0.05
H 0.10 -1.07 3.98 0.07
H -0.40 -2.68 4.26 0.09
H -1.19 -1.68 3.02 0.09
H 1.11 -0.76 1.84 0.09
H -0.16 -1.69 1.07 0.11
H 1.82 -3.33 0.29 0.14
H 2.79 -2.03 1.03 0.11
H 1.34 -2.07 -1.48 0.09
H 3.72 -0.69 -0.57 0.12
H 2.78 -0.50 -2.16 0.12
H 3.23 -2.99 -2.50 0.10
H 4.19 -3.03 -0.93 0.14
H 6.10 -3.32 -2.07 0.08
H 6.78 -1.92 -2.96 0.09
H 5.76 -3.10 -3.80 0.08
C -4.82 3.78 -0.30 -0.16
O -3.82 2.90 -0.58 -0.20
C -3.86 1.65 0.11 -0.16
C -2.87 0.65 -0.48 -0.15
N -2.83 -0.64 0.26 -0.05
C -2.35 -1.72 -0.50 -0.20
C -2.94 -2.96 0.23 -0.21
O -4.36 -2.99 0.23 -0.18
C -4.88 -4.05 1.10 -0.06
H -4.67 4.80 -0.72 0.10
H -4.86 4.07 0.79 0.10
H -5.84 3.45 -0.59 0.10
H -4.85 1.22 -0.08 0.14
H -3.67 1.87 1.18 0.12
H -1.89 1.15 -0.60 0.10
H -3.19 0.56 -1.48 0.12
H -3.76 -0.96 0.44 0.11
H -1.29 -1.74 -0.64 0.09
H -2.83 -1.70 -1.52 0.12
H -2.62 -2.92 1.25 0.11
H -2.55 -3.87 -0.15 0.11
H -4.17 -4.87 1.27 0.09
H -5.77 -4.49 0.63 0.09
H -5.06 -3.70 2.12 0.09
C 4.21 -0.53 2.95 -0.05
O 4.27 0.29 1.78 -0.19
C 3.24 1.27 1.65 -0.22
C 3.16 1.96 0.31 -0.15
N 1.74 2.21 0.00 -0.08
C 1.56 2.96 -1.19 -0.21
C 0.09 3.22 -1.34 -0.16
O -0.51 3.71 -0.08 -0.17
C -1.45 4.73 -0.38 -0.11
H 3.85 0.10 3.74 0.09
H 5.20 -0.89 3.12 0.10
H 3.50 -1.28 2.77 0.05
H 3.54 2.05 2.38 0.13
H 2.31 0.96 2.00 0.07
H 3.64 1.41 -0.52 0.12
H 3.83 2.81 0.51 0.14
H 1.33 2.76 0.76 0.09
H 1.95 2.48 -2.11 0.15
H 1.98 3.92 -1.13 0.11
H -0.38 2.29 -1.59 0.08
H -0.02 3.95 -2.14 0.13
H -2.04 4.77 0.51 0.08
H -2.07 4.59 -1.23 0.07
H -1.03 5.73 -0.59 0.10
C 1.19 -2.05 -3.87 -0.02
C 0.01 -1.07 -3.82 -0.42
C -1.29 -1.79 -3.57 -0.05
O 0.11 -0.01 -2.85 -0.06
H 1.15 -2.55 -4.80 0.09
H 1.33 -2.79 -3.05 0.08
H 2.11 -1.52 -3.87 0.07
H -0.17 -0.65 -4.78 0.13
H -1.27 -2.41 -2.78 0.03
H -1.47 -2.43 -4.43 0.10
H -2.10 -1.00 -3.67 0.12
H 0.20 0.81 -3.37 0.11
C -2.06 1.34 3.61 -0.05
C -1.18 1.75 2.49 -0.49
C 0.06 2.50 3.02 0.00
O -0.82 0.74 1.58 -0.07
H -2.94 0.75 3.31 0.08
H -2.44 2.26 4.14 0.11
H -1.49 0.80 4.42 0.09
H -1.74 2.45 1.91 0.10
H 0.59 2.92 2.19 0.04
H 0.77 1.79 3.55 0.11
H -0.21 3.30 3.65 0.08
H -1.61 0.30 1.27 0.02

No. 4
63
Properties=species:S:1:pos:R:3:nbo_charge:R:1 method="wB97M-V/def2-TZVPD" homo_lumo_gap_ha="0.1863 / 0.1582" e_tot_ev=-194091.6468 spin_multiplicity=3 mol_weight_da=788.72 lumo_ev="3.98 / 3.23" charge=-2
Pd 20.52 -13.23 -17.07 1.08
Br 17.99 -13.21 -17.19 -0.71
Br 22.95 -12.82 -17.60 -0.68
C 19.97 -16.66 -14.78 -0.52
C 21.03 -16.15 -15.50 0.40
C 22.31 -17.01 -15.67 0.42
O 23.27 -16.49 -16.26 -0.65
C 22.34 -18.28 -15.05 -0.55
C 21.23 -18.84 -14.40 0.39
C 19.98 -17.97 -14.22 0.45
O 18.98 -18.43 -13.67 -0.62
O 21.21 -19.99 -13.93 -0.68
O 21.02 -14.98 -16.01 -0.70
H 19.09 -16.02 -14.71 0.19
H 23.23 -18.89 -15.16 0.19
F 20.55 -15.18 -18.83 -0.33
C 19.73 -16.20 -19.15 0.42
C 19.12 -16.91 -18.13 -0.26
C 18.44 -18.06 -18.47 -0.17
C 18.34 -18.50 -19.79 -0.26
C 18.94 -17.75 -20.78 -0.21
C 19.64 -16.58 -20.47 -0.30
H 19.11 -16.50 -17.12 0.27
H 17.95 -18.61 -17.67 0.22
H 17.99 -19.51 -19.97 0.20
H 19.13 -18.15 -21.77 0.20
H 20.25 -16.11 -21.23 0.22
F 20.17 -10.68 -16.84 -0.32
C 20.58 -9.42 -16.66 0.41
C 21.74 -9.01 -17.29 -0.27
C 22.19 -7.72 -17.04 -0.20
C 21.44 -6.87 -16.25 -0.25
C 20.26 -7.30 -15.66 -0.20
C 19.78 -8.58 -15.92 -0.29
H 22.33 -9.76 -17.81 0.27
H 23.17 -7.47 -17.43 0.21
H 21.73 -5.83 -16.09 0.20
H 19.68 -6.56 -15.12 0.20
H 18.82 -8.95 -15.60 0.24
F 20.33 -12.32 -14.92 -0.33
C 19.93 -12.15 -13.64 0.41
C 20.46 -11.11 -12.92 -0.29
C 20.07 -10.98 -11.59 -0.21
C 19.20 -11.91 -11.03 -0.25
C 18.70 -12.96 -11.80 -0.18
C 19.03 -13.06 -13.13 -0.26
H 21.20 -10.43 -13.31 0.23
H 20.52 -10.24 -10.95 0.20
H 18.98 -11.81 -9.97 0.20
H 17.98 -13.62 -11.34 0.21
H 18.62 -13.85 -13.74 0.26
F 20.49 -12.65 -19.71 -0.31
C 20.57 -12.92 -21.02 0.42
C 19.51 -12.54 -21.83 -0.28
C 19.59 -12.84 -23.18 -0.20
C 20.74 -13.41 -23.73 -0.26
C 21.78 -13.75 -22.88 -0.20
C 21.72 -13.48 -21.52 -0.28
H 18.68 -11.99 -21.40 0.23
H 18.77 -12.60 -23.85 0.20
H 20.80 -13.64 -24.78 0.20
H 22.66 -14.29 -23.23 0.21
H 22.52 -13.73 -20.83 0.26

No. 5
15
Properties=species:S:1:pos:R:3:nbo_charge:R:1 method="wB97M-V/def2-TZVPD" homo_lumo_gap_ha=0.1662 e_tot_ev=-15308.2294 mol_weight_da=224.48 lumo_ev=-1.11 charge=0
O 1.77 -0.08 -0.39 -0.53
C 2.64 0.85 -0.02 0.48
C 1.58 -1.12 0.61 -0.14
O -2.09 2.04 -1.10 -0.90
O 3.06 0.58 1.18 -0.49
C 2.52 -0.67 1.71 -0.14
H 1.84 -2.07 0.15 0.19
H 0.52 -1.12 0.90 0.22
H 3.36 -1.35 1.89 0.20
H 2.02 -0.43 2.66 0.21
C -3.18 1.39 -1.07 0.93
O -3.25 0.29 -1.80 -1.05
O -4.18 1.67 -0.34 -0.90
Rb -0.62 0.41 -3.11 0.98
Li -6.01 -0.38 -1.27 0.94

No. 6
99
Properties=species:S:1:pos:R:3:lowdin_charge:R:1 method="wB97M-V/def2-TZVPD" smiles="COC[C@H](C)N.NC(N)=O.NC(N)=O.NC(N)=O.NC(N)=O.NC(N)=O.NC(N)=O.NC(N)=O.NC(N)=O.CCO.CCO" homo_lumo_gap_ha=0.3510 e_tot_ev=-65337.5426 mol_weight_da=661.72 lumo_ev=0.12 charge=0
C -3.69 4.72 -5.65 -0.08
C -3.08 3.41 -6.28 -0.29
O -2.06 2.91 -5.41 -0.10
H -4.53 4.97 -6.31 0.06
H -3.01 5.57 -5.75 0.07
H -4.21 4.76 -4.69 0.07
H -2.86 3.51 -7.34 0.10
H -3.87 2.66 -6.21 0.10
H -1.74 2.05 -5.69 0.08
C 0.42 -6.54 1.32 -0.09
C 1.88 -6.26 1.45 -0.34
O 2.66 -6.75 0.37 -0.09
H 0.24 -7.59 1.07 0.08
H 0.03 -5.97 0.48 0.08
H -0.04 -6.36 2.28 0.08
H 2.34 -6.75 2.31 0.11
H 2.04 -5.18 1.48 0.11
H 3.23 -6.04 0.08 0.07
C -7.23 -3.20 -2.14 -0.77
O -7.24 -2.50 -1.13 0.00
N -6.13 -3.39 -2.82 0.16
N -8.31 -3.82 -2.60 0.16
H -6.13 -4.18 -3.44 0.11
H -5.40 -2.70 -2.71 0.12
H -8.26 -4.32 -3.48 0.11
H -9.14 -3.71 -2.04 0.12
C 2.87 -2.59 -6.31 -0.84
O 1.71 -2.44 -6.59 0.06
N 3.74 -3.04 -7.07 0.16
N 3.47 -2.48 -5.16 0.15
H 3.51 -3.21 -8.04 0.14
H 4.62 -3.32 -6.66 0.12
H 4.42 -2.80 -5.09 0.10
H 3.07 -2.04 -4.34 0.12
C 1.25 -7.17 7.92 -0.86
O 1.27 -8.34 8.26 0.02
N 2.27 -6.44 7.90 0.18
N 0.14 -6.56 7.68 0.17
H 3.20 -6.81 8.05 0.13
H 2.15 -5.51 7.54 0.12
H 0.02 -5.61 7.38 0.12
H -0.63 -7.21 7.78 0.12
C 1.46 7.96 -1.19 -0.86
O 0.44 8.57 -1.32 0.06
N 1.59 6.68 -1.34 0.15
N 2.49 8.40 -0.62 0.16
H 2.45 6.16 -1.33 0.11
H 0.83 6.15 -1.75 0.12
H 2.30 9.33 -0.27 0.13
H 3.28 7.80 -0.42 0.12
C -6.94 -4.02 5.84 -0.77
O -6.52 -4.22 6.93 0.05
N -7.58 -2.85 5.53 0.14
N -6.77 -4.84 4.83 0.16
H -7.90 -2.68 4.58 0.09
H -7.90 -2.28 6.30 0.10
H -6.12 -5.57 5.10 0.11
H -7.10 -4.86 3.88 0.11
C -1.58 -0.10 0.81 -0.77
O -0.38 -0.07 0.66 0.03
N -2.21 -1.09 1.46 0.15
N -2.41 0.81 0.34 0.15
H -3.11 -1.05 1.92 0.11
H -1.44 -1.69 1.74 0.11
H -3.37 0.50 0.24 0.10
H -2.07 1.49 -0.33 0.12
C 3.50 0.72 6.79 -0.73
O 2.84 -0.27 6.37 -0.02
N 3.65 1.33 7.94 0.16
N 3.92 1.47 5.83 0.13
H 3.12 1.00 8.73 0.12
H 3.80 2.33 7.90 0.11
H 3.94 1.03 4.92 0.12
H 3.80 2.46 5.97 0.11
C -10.29 3.28 -2.99 -0.80
O -11.18 2.52 -3.36 0.03
N -9.22 2.97 -2.33 0.15
N -10.41 4.56 -2.89 0.15
H -8.98 1.99 -2.21 0.12
H -8.71 3.71 -1.87 0.11
H -9.74 5.29 -2.73 0.12
H -11.34 4.73 -3.24 0.12
C 7.11 3.28 -2.88 -0.06
C 7.49 2.92 -1.38 -0.39
C 8.95 2.74 -1.17 -0.25
O 9.68 3.91 -1.51 -0.21
C 11.10 4.10 -1.16 -0.04
N 7.10 4.18 -0.66 0.02
H 7.40 2.44 -3.50 0.06
H 7.48 4.28 -3.14 0.07
H 6.03 3.28 -3.04 0.06
H 6.98 2.03 -0.99 0.14
H 9.24 1.92 -1.83 0.12
H 8.99 2.43 -0.13 0.12
H 11.58 4.98 -1.60 0.08
H 11.66 3.23 -1.51 0.08
H 11.16 4.33 -0.10 0.08
H 6.87 3.96 0.30 0.06
H 7.99 4.63 -0.55 0.05

No. 7
10
Properties=species:S:1:pos:R:3:nbo_charge:R:1 method="wB97M-V/def2-TZVPD" smiles="[H]/N=[N+](/C)N" homo_lumo_gap_ha=0.4392 e_tot_ev=-5594.7789 mol_weight_da=60.08 lumo_ev=-5.11 charge=+1
C -1.25 0.11 -0.04 -0.41
N 0.71 1.27 0.55 -0.21
N 0.93 -0.76 -0.36 -0.53
N 0.31 0.23 0.13 0.23
H -1.60 -0.86 0.15 0.24
H -1.49 0.44 -1.02 0.25
H -1.63 0.88 0.53 0.26
H 1.76 1.26 0.49 0.35
H 0.45 -1.67 -0.40 0.43
H 1.82 -0.91 -0.04 0.40